Entry 1:
# C16H44BeCl2N4O12

A molecular structure, C16H44BeCl2N4O12 (ωB97M-V/def2-TZVPD, the OMol25 dataset).

```
79
Properties=species:S:1:pos:R:3:forces:R:3:lowdin_charge:R:1
Be 11.63492 10.21199 11.72827 -0.33 -0.39 -1.94 0.119
Cl 11.26886 12.29549 6.11972 -0.01 2.40 -1.38 0.718
O 11.72829 13.71613 6.23120 -1.14 -2.21 0.89 -0.371
O 12.43733 11.56925 5.65228 -0.50 -0.66 0.29 -0.379
O 10.78893 11.70810 7.38510 0.40 0.40 -1.24 -0.408
O 10.18405 12.24847 5.15149 0.83 -0.34 0.80 -0.351
Cl 9.72806 10.63110 13.61179 -0.33 -1.09 0.36 0.837
O 8.39555 11.20165 13.54792 2.28 -0.19 0.89 -0.263
O 10.79884 11.26921 14.39973 -2.11 -0.23 -0.78 -0.310
O 9.66317 9.21419 13.99619 0.07 1.78 -0.61 -0.318
O 10.21107 10.73044 12.16395 -0.29 -0.33 0.71 -0.291
C 7.06476 6.48158 7.30060 -0.31 -0.70 0.58 -0.082
C 7.47170 7.52331 8.34211 2.08 -0.13 -1.57 -0.387
C 8.33584 6.86192 9.42475 -1.47 0.90 0.48 -0.217
O 8.63843 7.82883 10.41730 -0.79 -1.03 1.30 -0.227
C 7.65176 7.87391 11.48800 -0.32 3.01 -1.69 -0.056
N 8.32762 8.56375 7.58761 -0.99 -0.80 -0.16 0.043
H 6.49432 5.61179 7.71513 0.09 0.91 -0.16 0.085
H 8.01318 5.99555 6.98585 -0.56 0.53 -0.58 0.085
H 6.47074 6.98440 6.50720 0.62 -0.69 0.22 0.088
H 6.64963 8.00546 8.82971 -0.63 0.27 0.14 0.116
H 9.27727 6.51470 9.08138 0.83 -0.35 -0.86 0.087
H 7.79220 6.00096 9.85398 0.12 0.21 0.01 0.130
H 6.69861 8.36682 11.07195 1.23 -0.49 0.65 0.109
H 8.12948 8.56733 12.19669 -0.61 -0.49 0.04 0.062
H 7.30670 6.97051 11.93990 0.51 -1.12 0.14 0.074
H 7.94974 9.50359 7.75232 0.34 -0.48 -0.23 0.076
H 8.27300 8.37314 6.55188 -0.05 0.44 1.59 0.085
C 12.18802 5.60032 9.75766 -1.48 0.56 0.46 -0.042
C 12.60165 6.81201 10.67536 1.53 -1.73 1.54 -0.333
C 11.60122 7.52267 11.57188 -0.83 0.63 -0.86 -0.088
O 12.17560 8.69417 12.30159 -0.16 -0.47 -1.29 -0.210
C 12.68020 8.35919 13.62663 0.65 1.73 -0.31 -0.012
N 13.59726 6.12850 11.57270 -1.39 1.15 0.41 0.045
H 11.73358 4.79299 10.39496 0.87 0.58 -0.26 0.100
H 13.04109 5.23115 9.17740 -0.07 0.13 0.46 0.083
H 11.38010 5.74625 9.04422 -0.01 0.65 -0.19 0.047
H 13.11366 7.64562 10.23739 0.36 0.16 -1.31 0.115
H 11.26589 6.93972 12.39324 -0.75 -0.96 0.22 0.122
H 10.77790 7.90440 10.94367 0.10 -0.04 0.62 0.112
H 12.73792 7.29401 13.73215 -0.03 -0.37 0.06 0.084
H 12.00288 8.85186 14.34066 0.43 -0.43 -0.01 0.087
H 13.70346 8.80983 13.63584 -0.83 -0.66 0.45 0.101
H 14.48439 6.55609 11.64965 0.89 0.24 -0.18 0.064
H 13.62687 5.15730 11.39857 0.45 -0.82 -0.12 0.045
C 12.54213 7.33835 5.77525 0.25 -0.65 -0.04 -0.064
C 12.94520 8.04830 7.02312 -0.70 0.33 2.53 -0.351
C 14.06185 9.11811 6.81512 0.50 -2.36 0.13 -0.173
O 14.66414 9.29110 8.09258 -0.04 0.34 -0.11 -0.221
C 15.84824 10.06634 8.12922 -0.48 0.08 0.17 -0.107
N 11.75021 8.76022 7.68098 2.41 -0.57 -0.27 0.065
H 11.53656 6.93199 5.84190 -0.10 -0.03 0.11 0.073
H 13.22330 6.50139 5.60332 0.03 0.13 -0.37 0.083
H 12.56390 8.04123 4.96697 -0.01 0.22 -0.78 0.080
H 13.30613 7.31735 7.82604 -0.26 0.86 -1.17 0.127
H 13.62816 9.98791 6.41037 -0.55 1.40 -0.20 0.068
H 14.82889 8.79224 6.05041 -0.59 -0.10 0.80 0.146
H 16.58863 9.66105 7.43679 0.06 0.25 -0.18 0.088
H 16.21370 9.91220 9.13939 0.33 0.15 0.15 0.074
H 15.68073 11.15976 7.97870 0.04 -0.69 -0.20 0.106
H 10.89388 8.24960 7.78359 -0.35 -0.72 -0.32 0.047
H 11.53973 9.54992 7.11080 -0.39 0.89 -0.43 0.042
C 11.90984 12.76585 9.48414 -1.01 0.94 0.19 -0.061
C 12.54622 11.41589 9.56014 0.66 -0.48 -0.67 -0.343
C 13.69353 11.42174 10.62603 -3.00 0.77 -1.08 -0.042
O 12.82702 11.29596 11.82553 2.24 -0.36 1.06 -0.211
C 13.61604 11.29923 13.06015 0.44 2.68 -1.37 0.000
N 11.51488 10.36378 9.86890 1.51 -1.11 0.58 0.105
H 10.80429 12.69190 9.42486 0.80 0.11 -0.04 0.097
H 12.24578 13.25054 8.56640 -0.11 0.40 0.38 0.071
H 12.11586 13.36020 10.37621 0.17 0.16 -0.06 0.087
H 13.02730 11.18068 8.59933 -0.33 -0.06 0.19 0.123
H 14.10486 12.43496 10.61843 0.16 -0.24 0.26 0.141
H 14.47102 10.68808 10.41494 -0.29 -0.54 0.90 0.113
H 13.02365 10.96910 13.86773 -0.43 -0.66 0.70 0.055
H 13.90957 12.35828 13.27158 -0.36 -0.71 -0.19 0.128
H 14.52362 10.79531 12.80959 0.51 -0.84 0.48 0.092
H 11.84867 9.53477 9.28206 -0.32 0.43 0.50 0.073
H 10.64253 10.53502 9.33684 0.54 0.48 0.74 0.113
```
Forces are in eV/Å.

As for the net charge: 0. Its multiplicity is 1. For the total energy, the calculation gives -2692.518566 Ha.

Entry 2:
# C37H31AlF3N3O5P

A molecular structure, C37H31AlF3N3O5P (ωB97M-V/def2-TZVPD, the OMol25 dataset).

```
81
Properties=species:S:1:pos:R:3:forces:R:3:lowdin_charge:R:1
Al -0.11967 0.08887 0.06566 0.08 -0.18 0.39 0.120
O -3.93524 2.36268 0.34053 -0.42 -0.19 0.14 0.132
C -3.57770 1.24112 0.27468 0.16 -0.23 -0.09 -0.145
O -1.61626 2.22640 -1.02800 0.41 0.10 -0.15 0.083
C -3.21783 -0.02824 0.22041 -0.16 -0.01 0.06 -0.217
C -4.34578 -0.97128 0.39393 0.09 0.21 0.10 -0.036
C -4.19688 -2.25798 0.08984 0.11 -0.28 -0.09 -0.064
C -2.90902 -2.73242 -0.39659 -0.31 -0.10 0.17 -0.005
C -1.87097 -1.89457 -0.40839 0.14 0.28 -0.20 -0.191
N -1.89832 -0.53249 -0.02581 0.11 -0.08 0.09 0.055
C -0.52121 -2.38102 -0.85014 0.23 0.33 0.10 -0.509
O -0.27843 -3.49929 -1.22322 -0.08 0.11 0.00 0.118
O 0.39585 -1.41202 -0.75633 -0.15 -0.44 -0.07 -0.078
H -5.28865 -0.56966 0.74586 0.04 -0.03 -0.02 0.120
H -5.02719 -2.94473 0.19848 0.06 0.03 0.00 0.110
H -2.74638 -3.75377 -0.71140 -0.04 0.06 0.00 0.122
C 2.34627 -0.43707 -3.10305 0.08 -0.03 0.00 -0.037
C 1.46688 0.81276 -3.13128 -0.09 -0.24 0.10 -0.356
C 0.00470 0.46818 -3.42261 0.04 0.15 0.02 -0.041
C 1.66267 1.66989 -1.86957 0.03 -0.08 0.04 -0.214
C 3.06567 2.27780 -1.82338 -0.02 -0.09 0.18 -0.042
O 3.67111 1.69087 -0.64958 -0.04 0.04 -0.07 0.018
C 2.76263 0.94265 -0.02260 0.07 0.06 0.01 -0.243
N 1.60267 0.90628 -0.58401 -0.13 -0.09 0.13 0.144
C 3.31152 0.28694 1.21125 -0.01 0.06 -0.10 -0.085
C 4.69648 0.43982 1.37765 -0.07 0.02 -0.07 0.005
C 5.37490 -0.14355 2.43066 0.02 -0.04 0.05 -0.035
C 4.68557 -0.91892 3.34749 0.08 0.00 0.03 -0.034
C 3.32085 -1.08371 3.19915 -0.05 -0.04 0.01 -0.085
C 2.60937 -0.48154 2.16205 -0.14 0.00 -0.02 -0.257
P 0.80784 -0.82181 2.16085 0.29 0.02 -0.03 1.154
C 0.75424 -2.63305 2.35896 0.03 0.06 -0.10 -0.328
C 0.05506 -3.24345 3.39704 -0.01 0.01 -0.01 -0.068
C 0.07903 -4.62614 3.52536 -0.03 0.04 0.00 -0.062
C 0.79780 -5.39804 2.62564 -0.01 -0.04 0.02 -0.058
C 1.49261 -4.79143 1.58806 0.01 0.00 -0.06 -0.049
C 1.47209 -3.41456 1.45126 -0.06 0.06 -0.03 -0.087
C 0.10957 -0.14905 3.69789 -0.20 0.11 -0.15 -0.377
C 0.81722 0.41751 4.75385 0.03 -0.06 0.02 -0.079
C 0.13265 0.95090 5.83964 -0.03 0.01 -0.02 -0.061
C -1.25590 0.92814 5.87474 0.04 0.00 0.01 -0.060
C -1.96885 0.37923 4.81570 0.03 0.02 -0.01 -0.054
C -1.28997 -0.14656 3.72669 -0.01 0.00 0.00 -0.104
H 2.32875 -0.92337 -4.07934 0.01 0.02 0.04 0.094
H 1.98554 -1.15144 -2.36107 0.01 0.06 -0.08 0.074
H 3.39230 -0.20151 -2.87633 -0.07 -0.02 -0.04 0.084
H 1.81738 1.46354 -3.93896 -0.02 0.02 -0.06 0.143
H -0.46159 -0.09004 -2.60968 0.01 -0.01 0.00 0.058
H -0.06460 -0.16520 -4.30825 0.03 0.05 0.02 0.096
H -0.58680 1.36872 -3.60654 0.03 -0.03 0.02 0.082
H 0.89838 2.44547 -1.83692 -0.09 0.05 0.00 0.139
H 3.07863 3.35792 -1.71127 0.01 0.06 0.10 0.138
H 3.66889 1.99600 -2.68021 0.06 -0.02 -0.06 0.132
H 5.25392 1.01505 0.65617 -0.01 0.00 0.01 0.124
H 6.44495 -0.00326 2.52124 -0.06 -0.01 -0.01 0.120
H 5.20452 -1.40177 4.16707 -0.03 0.03 -0.05 0.121
H 2.78635 -1.71829 3.89589 -0.01 0.01 0.01 0.120
H -0.50564 -2.65406 4.10944 0.00 0.02 0.01 0.100
H -0.46877 -5.09630 4.33203 0.02 0.01 -0.02 0.111
H 0.81235 -6.47646 2.72997 0.00 0.06 -0.01 0.112
H 2.03787 -5.39145 0.87007 -0.03 0.04 0.04 0.118
H 1.99215 -2.94937 0.62345 0.01 -0.01 -0.01 0.114
H 1.89913 0.45641 4.73901 0.00 -0.03 -0.01 0.101
H 0.68859 1.38581 6.66128 -0.02 -0.02 -0.03 0.112
H -1.78222 1.34135 6.72714 0.03 -0.02 -0.06 0.113
H -3.05165 0.37073 4.83382 0.04 -0.01 -0.01 0.115
H -1.84916 -0.55850 2.88893 0.01 0.02 0.04 0.108
F -2.62507 6.38580 1.52142 0.00 0.09 0.09 0.166
C -1.79141 5.77063 2.36191 0.11 -0.26 -0.19 -0.592
F -0.75890 6.58422 2.61057 -0.05 0.10 0.05 0.168
F -2.43181 5.54029 3.50915 -0.09 0.12 0.14 0.176
C -1.29213 4.46179 1.78927 -0.01 0.20 0.09 -0.063
C -1.76832 3.99885 0.59644 0.10 0.11 -0.25 0.086
C -1.27549 2.77941 0.14662 0.13 -0.26 -0.07 -0.343
N -0.43137 2.01438 0.84107 -0.55 0.38 -0.35 0.125
C 0.06642 2.53266 1.98225 0.25 -0.11 0.08 -0.054
C -0.33347 3.73913 2.49119 0.16 -0.11 0.14 0.045
H -2.50367 4.54980 0.02696 0.04 -0.06 -0.02 0.147
H -2.35620 2.68321 -1.44960 -0.07 0.04 0.04 0.149
H 0.82964 1.95144 2.48024 -0.10 -0.01 0.03 0.103
H 0.08398 4.11086 3.41693 0.00 -0.04 -0.03 0.140
```
Forces are in eV/Å.

The energy relative to the best compared isomer or geometry (same formula, charge and spin) is 49.2 kcal per mole. As for the net charge: +1. Its multiplicity is 1.